[1]
The following is a DFT calculation (the ωB97M-V functional and the def2-TZVPD basis) of a structure of composition C23H25EuF15N6O5S4 in a non-equilibrium geometry.

Geometry as ORCA input:
```
! wB97M-V def2-TZVPD RIJCOSX def2/J DEFGRID3
* xyz 1 7
Eu -0.101 -0.080 -0.398
C -1.444 -2.654 4.312
N -0.115 -2.607 3.769
C 1.046 -2.787 4.468
C 2.072 -2.683 3.597
N 1.535 -2.424 2.346
C 0.176 -2.349 2.475
S -1.026 -2.128 1.311
C 2.346 -2.325 1.197
C 3.413 -3.216 1.078
C 4.283 -3.069 0.014
C 4.077 -2.019 -0.866
C 2.970 -1.207 -0.694
N 2.087 -1.370 0.300
H -1.419 -3.107 5.301
H -2.080 -3.240 3.648
H -1.864 -1.650 4.389
H 1.054 -2.982 5.519
H 3.128 -2.730 3.764
H 3.534 -4.019 1.788
H 5.109 -3.751 -0.123
H 4.750 -1.849 -1.688
H 2.776 -0.384 -1.375
F 3.916 0.963 1.104
C 3.262 2.047 1.534
F 3.447 2.146 2.838
F 3.757 3.107 0.929
S 1.469 1.776 1.092
O 1.485 1.558 -0.331
O 1.047 0.599 1.816
N 0.711 3.065 1.556
S -0.834 2.724 1.560
O -1.072 1.650 0.610
O -1.703 3.835 1.535
C -1.104 1.810 3.194
F -2.100 2.320 3.901
F -1.426 0.541 2.905
F -0.023 1.796 3.964
C -1.511 1.765 -4.031
S -0.279 1.902 -2.687
C -0.972 3.408 -1.922
H -2.498 1.566 -3.622
H -1.205 0.944 -4.670
H -1.504 2.685 -4.608
H -0.843 4.241 -2.610
H -0.431 3.612 -1.000
H -2.023 3.243 -1.699
F -1.624 -3.072 -4.077
C -1.202 -2.239 -3.138
F -1.755 -1.044 -3.371
F -1.733 -2.644 -1.962
C 0.335 -2.100 -2.971
O 0.580 -1.061 -2.170
C 0.835 -3.413 -2.303
F 0.611 -3.312 -0.976
F 2.143 -3.590 -2.455
F 0.227 -4.518 -2.716
C 1.044 -1.909 -4.347
F 2.247 -1.376 -4.157
F 0.358 -1.081 -5.131
F 1.202 -3.050 -5.019
N -2.467 -0.185 -0.820
C -3.479 -0.759 -0.837
N -4.597 -1.376 -0.903
C -5.115 -2.116 0.241
C -6.623 -1.899 0.344
C -7.294 -2.304 -0.966
C -6.712 -1.475 -2.108
C -5.201 -1.676 -2.196
H -4.599 -1.773 1.139
H -4.898 -3.183 0.107
H -6.831 -0.847 0.549
H -7.012 -2.491 1.172
H -8.371 -2.144 -0.904
H -7.124 -3.366 -1.152
H -6.926 -0.417 -1.938
H -7.156 -1.768 -3.059
H -4.762 -1.011 -2.942
H -4.969 -2.715 -2.466
*
```

Computed properties:
Kohn-Sham gap (spin up / spin down)   6.000 / 4.740 eV
LUMO (spin up / spin down)   -0.07833 / -0.23448 hartree

From a Löwdin analysis of the wavefunction, the atomic charges in e read:
1 Eu 1.70
2 C -0.03
3 N -0.12
4 C -0.01
5 C -0.01
6 N 0.03
7 C -0.66
8 S 0.69
9 C -0.27
10 C 0.03
11 C -0.06
12 C -0.01
13 C -0.11
14 N 0.00
15 H 0.10
16 H 0.08
17 H 0.09
18 H 0.13
19 H 0.13
20 H 0.13
21 H 0.11
22 H 0.13
23 H 0.11
24 F 0.15
25 C -0.66
26 F 0.18
27 F 0.19
28 S 0.60
29 O -0.42
30 O -0.36
31 N -0.24
32 S 0.64
33 O -0.51
34 O -0.20
35 C -0.64
36 F 0.17
37 F 0.08
38 F 0.15
39 C -0.35
40 S 0.77
41 C -0.36
42 H 0.04
43 H 0.02
44 H 0.05
45 H 0.05
46 H 0.01
47 H 0.05
48 F 0.20
49 C -0.55
50 F 0.12
51 F 0.11
52 C -0.31
53 O -0.31
54 C -0.55
55 F 0.09
56 F 0.19
57 F 0.20
58 C -0.56
59 F 0.18
60 F 0.18
61 F 0.19
62 N 0.08
63 C -0.25
64 N -0.07
65 C -0.13
66 C -0.17
67 C -0.20
68 C -0.17
69 C -0.13
70 H 0.13
71 H 0.14
72 H 0.12
73 H 0.12
74 H 0.12
75 H 0.12
76 H 0.12
77 H 0.12
78 H 0.13
79 H 0.14



[2]
The following is a DFT calculation (the ωB97M-V functional and the def2-TZVPD basis) of a structure of composition C29H19Cl5N5O4S2W in a non-equilibrium geometry.

Geometry as ORCA input:
```
! wB97M-V def2-TZVPD RIJCOSX def2/J DEFGRID3
* xyz 1 1
W 0.361 0.200 -0.780
O -4.559 0.019 1.909
C -4.473 -1.081 1.143
C -5.532 -1.982 1.202
C -5.512 -3.131 0.443
C -4.437 -3.422 -0.404
C -3.387 -2.545 -0.470
C -3.384 -1.365 0.299
C -2.249 -0.485 0.207
O -1.254 -0.817 -0.628
N -2.132 0.609 0.888
N -0.912 1.205 0.631
C -0.699 2.380 1.120
C 0.559 3.056 1.009
C 0.649 4.433 1.262
C 1.861 5.073 1.173
C 3.007 4.327 0.874
C 2.941 2.963 0.664
C 1.715 2.323 0.710
O 1.617 0.998 0.520
H -3.759 0.558 1.797
H -6.363 -1.747 1.856
H -6.347 -3.818 0.505
H -4.433 -4.325 -1.002
H -2.548 -2.741 -1.126
H -1.521 2.845 1.654
H -0.253 4.985 1.512
H 1.933 6.139 1.345
H 3.967 4.827 0.808
H 3.828 2.377 0.449
Cl -0.941 5.673 -5.678
C -0.465 4.509 -4.523
C -1.434 3.723 -3.900
Cl -3.092 3.892 -4.275
C -1.036 2.793 -2.961
Cl -2.152 1.768 -2.157
C 0.306 2.654 -2.622
O 0.669 1.755 -1.679
C 1.275 3.416 -3.253
Cl 2.922 3.171 -2.850
C 0.886 4.346 -4.210
Cl 2.078 5.285 -4.995
S 0.069 -0.764 -3.093
C 1.154 -1.834 -2.268
S 2.426 -0.941 -1.456
C 1.038 -3.185 -2.229
C 1.883 -3.991 -1.390
N 2.526 -4.623 -0.673
C -0.016 -3.838 -2.959
N -0.863 -4.347 -3.552
C 2.116 -1.868 3.920
C 2.157 -2.684 2.612
C 1.584 -4.093 2.813
C 3.598 -2.742 2.073
C 1.333 -1.943 1.631
N 0.718 -1.349 0.881
H 2.754 -2.364 4.653
H 1.102 -1.813 4.323
H 2.489 -0.854 3.762
H 2.156 -4.586 3.602
H 1.677 -4.682 1.899
H 0.536 -4.060 3.114
H 4.236 -3.132 2.868
H 3.957 -1.750 1.790
H 3.669 -3.402 1.211
*
```

Computed properties:
Kohn-Sham gap   5.566 eV
LUMO   -0.20962 hartree

From a Löwdin analysis of the wavefunction, the atomic charges in e read:
1 W 1.62
2 O 0.09
3 C -0.25
4 C 0.00
5 C -0.04
6 C -0.06
7 C -0.01
8 C -0.08
9 C -0.38
10 O -0.33
11 N 0.09
12 N -0.12
13 C 0.00
14 C -0.15
15 C -0.01
16 C -0.05
17 C -0.03
18 C -0.01
19 C -0.32
20 O -0.30
21 H 0.07
22 H 0.13
23 H 0.12
24 H 0.11
25 H 0.11
26 H 0.16
27 H 0.13
28 H 0.12
29 H 0.12
30 H 0.13
31 Cl 0.75
32 C -0.69
33 C -0.69
34 Cl 0.75
35 C -0.58
36 Cl 0.84
37 C -0.37
38 O -0.36
39 C -0.59
40 Cl 0.80
41 C -0.68
42 Cl 0.75
43 S 0.71
44 C -1.09
45 S 0.71
46 C -0.33
47 C -0.19
48 N 0.20
49 C -0.21
50 N 0.19
51 C -0.03
52 C -0.56
53 C -0.02
54 C -0.03
55 C -0.06
56 N 0.13
57 H 0.10
58 H 0.10
59 H 0.09
60 H 0.10
61 H 0.07
62 H 0.10
63 H 0.10
64 H 0.09
65 H 0.06



[3]
The following is a DFT calculation (the ωB97M-V functional and the def2-TZVPD basis) of a cluster of 2 separate species, CH3N3O2 in total in a non-equilibrium geometry.

Geometry as ORCA input:
```
! wB97M-V def2-TZVPD RIJCOSX def2/J DEFGRID3
* xyz 0 1
N 2.449 1.092 -0.815
C 2.140 0.934 0.347
O 2.053 0.820 1.525
H 2.101 1.316 -1.668
N -0.375 -1.441 0.410
N 0.588 -0.710 -0.249
O 0.561 -0.673 -1.487
H -1.158 -1.731 -0.081
H -0.240 -1.603 1.434
*
```

Computed properties:
SMILES   N=C=O.NN=O
Kohn-Sham gap   10.173 eV
LUMO   0.00892 hartree

From a Löwdin analysis of the wavefunction, the atomic charges in e read:
1 N 0.20
2 C -0.44
3 O 0.09
4 H 0.04
5 N 0.11
6 N -0.15
7 O -0.04
8 H 0.07
9 H 0.14



Quick rundown of ΔE to the lowest compared entry with this formula, charge and spin, same order as above: 626.21, 57.43, 327.00 kJ/mol
Quick rundown of electronic energy, same order as above: -5396.98460, -4855.49036, -354.55901 hartree